# C15H12Cl16FIO4

A 6-piece molecular cluster, C15H12Cl16FIO4 overall (ωB97M-V with the def2-TZVPD basis set, the OMol25 dataset).

Calculated values
Frontier orbital gap, eV: 8.29
E_LUMO, hartree: -0.0680
Molecular weight, g/mol: 969.4
Total energy, a.u.: -8640.30503
SMILES: COCC1=C(F)C(=O)C(Cl)=C(CC(=O)I)C1=O.ClC(Cl)Cl.ClC(Cl)Cl.ClC(Cl)Cl.ClC(Cl)Cl.ClC(Cl)Cl

Element x y z (Å)
C: 2.84902 -2.61174 0.71856
O: 2.50175 -1.78774 1.81636
C: 2.58775 -0.41074 1.53559
C: 1.58490 0.01997 0.49621
C: 1.86040 0.29016 -0.77295
F: 3.08242 0.24409 -1.28765
C: 0.79650 0.71123 -1.73848
O: 1.02758 1.42858 -2.67204
C: -0.57725 0.19138 -1.41081
Cl: -1.64390 0.02581 -2.73315
C: -0.90448 -0.06590 -0.14178
C: -2.25518 -0.50321 0.32201
C: -2.25185 -1.43575 1.50801
O: -2.92804 -1.32009 2.46808
I: -0.92601 -3.11087 1.31365
C: 0.15348 0.18972 0.89109
O: -0.15478 0.56194 1.99427
H: 2.01148 -2.74298 0.01928
H: 3.13954 -3.58324 1.11753
H: 3.69942 -2.20039 0.15635
H: 2.37305 0.11899 2.46739
H: 3.60331 -0.14395 1.21196
H: -2.78330 -0.99785 -0.50007
H: -2.85800 0.35958 0.63202
C: 0.79537 2.88268 -5.63708
Cl: 1.27734 4.49908 -6.14760
Cl: -0.79477 2.46524 -6.28322
Cl: 2.00311 1.68505 -6.10145
H: 0.70337 2.87760 -4.56119
C: -5.23251 -1.75512 5.43749
Cl: -6.47299 -0.58969 4.97051
Cl: -4.55135 -1.35053 7.01274
Cl: -5.88992 -3.39289 5.44293
H: -4.43661 -1.71093 4.70449
C: 0.67574 4.78455 -1.76570
Cl: -0.62304 4.18441 -2.79594
Cl: 1.45547 6.19359 -2.47415
Cl: 0.06638 5.13693 -0.14707
H: 1.41534 3.99815 -1.67915
C: -4.75784 2.97510 -2.22112
Cl: -5.42715 1.53414 -2.98930
Cl: -3.40435 2.54785 -1.17061
Cl: -4.25636 4.15489 -3.42623
H: -5.53040 3.41794 -1.60686
C: 5.75959 -5.62609 2.87840
Cl: 7.39840 -6.14892 2.50283
Cl: 5.75562 -4.04157 3.64914
Cl: 4.75415 -5.61095 1.42607
H: 5.32956 -6.33752 3.57067

Force components x, y, z for each atom (eV/Å):
0.1189 -0.0663 -0.2024
-0.0336 0.0332 -0.0412
0.1390 0.3039 0.1271
0.0193 -0.0845 -0.0201
-0.1955 -0.0728 -0.0181
0.0927 0.1294 0.0095
-0.1404 -0.0890 0.2765
0.1183 -0.0925 -0.3026
0.0923 0.0346 0.0861
0.0034 0.0213 -0.1445
0.2002 -0.1664 -0.2240
-0.2973 0.4098 -0.0104
-0.0736 0.1222 0.1734
-0.1028 -0.0473 0.0190
0.1420 -0.1940 -0.0874
0.1132 0.0533 -0.1190
-0.1199 -0.1844 0.3079
0.0532 0.0585 0.1076
-0.1467 0.1761 -0.0134
-0.0452 -0.0185 0.1340
-0.0111 -0.1149 -0.0908
-0.1393 -0.0423 -0.0366
0.0643 0.0031 0.1048
0.0873 -0.0927 -0.0750
-0.0283 -0.0596 -0.0229
0.0017 0.0077 0.0046
-0.0222 -0.0027 -0.0166
-0.0223 0.0067 0.0034
0.1139 -0.0538 0.0114
0.0044 -0.0040 -0.0166
0.0214 0.0098 -0.0103
0.0102 0.0109 -0.0041
0.0249 -0.0032 -0.0211
-0.0107 -0.0026 -0.0098
0.0356 -0.0690 0.0006
-0.1166 0.1365 0.0354
-0.0089 0.0038 -0.0024
0.0053 -0.0255 0.0206
0.0124 0.0108 -0.0183
0.0336 -0.0621 -0.0602
-0.0045 -0.0045 0.0148
-0.0545 0.1182 0.1428
-0.0133 0.0157 -0.0112
0.0039 0.0097 -0.0031
-0.0131 0.0415 0.0149
0.0040 -0.0002 -0.0022
-0.0007 0.0026 0.0044
0.0862 -0.1662 -0.0118
-0.0011 -0.0003 -0.0022

Charges per atom according to natural (NBO) partitioning, unit e: number 1, C, carries -0.268; number 2, O, carries -0.521; number 3, C, carries -0.093; number 4, C, carries -0.187; number 5, C, carries 0.412; number 6, F, carries -0.296; number 7, C, carries 0.456; number 8, O, carries -0.481; number 9, C, carries -0.087; number 10, Cl, carries 0.085; number 11, C, carries -0.070; number 12, C, carries -0.573; number 13, C, carries 0.514; number 14, O, carries -0.497; number 15, I, carries 0.034; number 16, C, carries 0.539; number 17, O, carries -0.490; number 18, H, carries 0.169; number 19, H, carries 0.207; number 20, H, carries 0.173; number 21, H, carries 0.227; number 22, H, carries 0.188; number 23, H, carries 0.278; number 24, H, carries 0.273; number 25, C, carries -0.290; number 26, Cl, carries 0.015; number 27, Cl, carries 0.006; number 28, Cl, carries 0.016; number 29, H, carries 0.245; number 30, C, carries -0.287; number 31, Cl, carries 0.014; number 32, Cl, carries 0.018; number 33, Cl, carries 0.015; number 34, H, carries 0.240; number 35, C, carries -0.290; number 36, Cl, carries 0.021; number 37, Cl, carries 0.031; number 38, Cl, carries 0.018; number 39, H, carries 0.228; number 40, C, carries -0.282; number 41, Cl, carries 0.019; number 42, Cl, carries 0.005; number 43, Cl, carries 0.032; number 44, H, carries 0.231; number 45, C, carries -0.287; number 46, Cl, carries 0.026; number 47, Cl, carries 0.025; number 48, Cl, carries 0.011; number 49, H, carries 0.229

# C47H63HfI2N2O7

C47H63HfI2N2O7 as an isolated structure (ωB97M-V with the def2-TZVPD basis set, the OMol25 dataset).

Calculated values
Relative energy (zero: lowest compared OMol25 entry of this formula, charge and spin), eV: 1.255
Frontier orbital gap, eV: 6.91
Charge: +1
E_LUMO, hartree: -0.1387
Molecular weight, g/mol: 1200.3
Total energy, a.u.: -3108.41349

Element x y z (Å)
Hf: 1.94317 -1.28455 1.73783
C: 4.63044 0.96036 2.08413
O: 3.35334 0.49033 1.62886
C: 2.76804 1.41009 0.71878
C: 3.10518 1.33091 -0.63526
C: 3.91825 0.19921 -1.23297
C: 2.91199 -0.64496 -1.98873
C: 2.66955 -0.40313 -3.33595
C: 1.64164 -1.03576 -4.02112
C: 0.84483 -1.91865 -3.29585
C: 1.08730 -2.21216 -1.96420
C: 0.31359 -3.30225 -1.26745
C: -0.89529 -2.94827 -0.41859
C: -2.01998 -3.76027 -0.52640
C: -3.09343 -3.66172 0.34795
C: -2.93907 -2.81279 1.43962
C: -1.84572 -1.97299 1.58560
C: -1.67088 -1.23741 2.90088
C: -1.38829 0.24055 2.84842
C: -2.44428 1.14154 2.93735
C: -2.24867 2.51494 2.98939
C: -0.93875 2.96999 2.85672
C: 0.13357 2.09934 2.77772
C: 1.55569 2.59487 2.63757
C: 1.95916 2.44412 1.18845
C: 1.43172 3.35014 0.27443
C: 1.72720 3.29107 -1.07921
C: 2.57355 2.27249 -1.50238
C: 1.18361 4.27846 -2.10122
C: 2.36857 4.99290 -2.77131
C: 0.37431 3.51441 -3.16106
C: 0.27808 5.33724 -1.46869
C: -0.07796 0.71730 2.81133
O: 0.98950 -0.11531 2.88961
C: -3.38669 3.50036 3.23053
C: -4.71917 2.79418 3.49976
C: -3.55549 4.40349 2.00089
C: -3.05250 4.34233 4.47258
C: -0.87942 -1.97494 0.57737
O: 0.09999 -0.94270 0.52769
C: -0.34303 0.15051 -0.31214
C: -4.37063 -4.47567 0.18692
C: -5.57461 -3.52192 0.23166
C: -4.45929 -5.49462 1.33326
C: -4.41813 -5.22565 -1.14702
C: 2.13599 -1.57233 -1.29922
O: 2.43783 -1.89497 -0.01074
C: 1.37749 -0.80903 -5.50440
C: 2.40229 0.13068 -6.14414
C: 1.44899 -2.15908 -6.23620
C: -0.02355 -0.20469 -5.68193
H: 4.51214 1.91541 2.59645
H: 5.30783 1.09221 1.23999
H: 5.04167 0.22077 2.76662
H: 4.42797 -0.37962 -0.46538
H: 4.65936 0.59259 -1.92860
H: 3.31337 0.29897 -3.84766
H: 0.02244 -2.43141 -3.78045
H: 1.00957 -3.81072 -0.59059
H: -0.01027 -4.02565 -2.01513
H: -2.03968 -4.48584 -1.32760
H: -3.68411 -2.79383 2.22448
H: -0.84820 -1.72425 3.42303
H: -2.56903 -1.39887 3.49602
H: -3.44076 0.72736 3.00383
H: -0.73525 4.03466 2.85322
H: 2.20057 2.01257 3.29589
H: 1.61302 3.64576 2.91952
H: 0.78505 4.12479 0.66367
H: 2.84262 2.19053 -2.54623
H: 3.00144 4.29597 -3.32035
H: 2.98286 5.49313 -2.02145
H: 2.00487 5.74348 -3.47336
H: 0.97521 2.75063 -3.65651
H: 0.01436 4.20834 -3.92139
H: -0.48931 3.02444 -2.70703
H: 0.81918 5.92483 -0.72567
H: -0.59671 4.88488 -0.99840
H: -0.07177 6.01936 -2.24301
H: -5.06527 2.24458 2.62320
H: -5.47641 3.53705 3.74984
H: -4.63391 2.10795 4.34325
H: -3.81163 3.80350 1.12602
H: -2.64251 4.95794 1.77968
H: -4.35910 5.12080 2.17247
H: -2.88859 3.68781 5.32978
H: -3.87967 5.01251 4.70921
H: -2.15827 4.94780 4.32722
H: -0.94769 -0.24106 -1.12775
H: 0.53396 0.65071 -0.72063
H: -0.93622 0.85297 0.27538
H: -5.62164 -2.96679 1.16752
H: -6.50156 -4.08681 0.12856
H: -5.51917 -2.80419 -0.58833
H: -4.50649 -4.99755 2.30202
H: -3.58364 -6.14483 1.32447
H: -5.34948 -6.11483 1.22141
H: -4.29625 -4.54100 -1.98771
H: -5.38690 -5.71398 -1.24922
H: -3.65048 -5.99853 -1.20066
H: 3.41541 -0.26021 -6.03994
H: 2.35941 1.13167 -5.71026
H: 2.18879 0.22269 -7.20879
H: 2.42772 -2.61712 -6.08789
H: 1.29103 -2.01441 -7.30550
H: 0.68850 -2.84924 -5.87264
H: -0.10391 0.74679 -5.15310
H: -0.79485 -0.87451 -5.30147
H: -0.21780 -0.03032 -6.74098
N: 2.94591 -1.46572 3.88054
N: 2.05535 -2.43041 4.41068
C: 1.08749 -3.09399 3.65028
O: 0.29827 -3.80147 4.22139
O: 1.18445 -2.93208 2.34903
H: 3.89659 -1.71762 4.13112
H: 2.73201 -0.54687 4.26468
H: 1.90119 -2.47415 5.40591
O: 4.32851 -2.00575 1.57874
H: 3.86896 -2.22173 0.72836
H: 5.26747 -2.17182 1.45057
I: 3.41547 -5.01782 2.37345
I: 6.07645 -4.92647 2.74708

Force components x, y, z for each atom (eV/Å):
1.9548 1.6758 -0.0551
0.2597 -0.1059 0.1913
0.0613 0.8481 -0.3704
0.0290 0.4834 -0.2871
0.1833 -0.0811 0.1023
-0.3422 -0.0838 -0.0731
0.2320 -0.1348 0.2655
-0.0904 -0.1061 0.0076
0.0158 0.1235 -0.0091
0.0338 0.0381 0.0641
0.0112 -0.1844 0.2760
0.0083 0.2079 0.1231
0.2841 0.1642 -0.0382
-0.1070 0.0595 0.0586
0.0614 -0.0521 -0.0171
0.0575 0.0228 0.0155
0.2068 0.2003 0.0613
0.1020 0.1714 -0.2219
0.2197 -0.2186 0.0670
0.0980 0.0818 -0.0466
-0.1114 -0.0936 -0.0824
0.0079 0.0081 0.0146
0.3140 -0.1496 0.1492
-0.2337 -0.1933 -0.0792
0.0807 -0.1446 0.2542
0.0738 -0.0120 0.0074
0.0045 0.0088 -0.0136
0.1105 -0.0338 0.1503
-0.0434 0.1210 -0.1309
-0.0554 -0.0416 0.0613
0.0377 0.0277 0.0785
0.0996 -0.1282 0.0041
-0.7792 0.6460 0.5948
-1.6531 1.6452 0.7708
-0.0869 0.0877 -0.0042
0.1649 0.0275 -0.0627
0.0068 -0.0560 0.0942
-0.0095 -0.0542 -0.0826
-0.6893 -0.2902 -0.1799
-0.5616 -0.5127 0.0137
-0.0471 0.5072 -0.1476
-0.1134 -0.0372 -0.0032
0.0581 -0.0586 -0.0093
0.0234 0.0749 -0.0934
0.0606 0.0578 0.1403
0.1746 -0.2519 -1.0343
0.3196 -0.2525 -2.4166
-0.0567 -0.0186 -0.1088
-0.0882 -0.0762 0.0891
0.0048 0.1099 0.0699
0.1149 -0.0417 -0.0135
-0.0958 -0.0216 -0.0158
-0.0646 -0.0594 -0.0385
-0.0658 -0.0350 -0.0278
0.0466 0.0412 -0.0188
0.0269 0.0412 0.0666
0.0258 0.0027 -0.0354
0.0144 -0.0319 -0.0421
-0.0497 -0.1316 -0.1108
0.0378 -0.0328 0.0411
0.0148 -0.0144 -0.0156
-0.0569 -0.0178 -0.0131
-0.1574 -0.0528 0.1501
0.0378 -0.0469 0.0139
-0.0450 0.0159 0.0286
0.0034 0.0280 0.0403
0.0813 0.0972 -0.0119
0.0430 -0.0148 0.0331
-0.0273 0.0136 -0.0303
-0.0497 0.0232 -0.0518
0.0256 -0.0036 -0.0210
0.0303 0.0352 -0.0153
-0.0079 0.0027 -0.0257
0.0184 -0.0184 -0.0255
-0.0215 -0.0035 -0.0210
-0.0244 -0.0169 -0.0058
-0.0371 0.0403 0.0317
-0.0264 0.0253 0.0372
-0.0218 0.0123 0.0008
-0.0300 -0.0541 0.0185
-0.0227 0.0072 -0.0281
-0.0583 -0.0309 0.0066
-0.0025 0.0210 -0.0347
0.0133 0.0301 0.0022
0.0009 0.0448 -0.0245
0.0194 0.0351 0.0486
-0.0058 0.0335 -0.0218
0.0228 0.0174 0.0128
0.1116 -0.1384 0.0239
0.0416 -0.0653 0.0525
0.0315 -0.0884 0.0849
-0.0179 0.0085 0.0257
-0.0233 -0.0135 0.0057
-0.0250 0.0325 -0.0026
-0.0019 -0.0209 0.0390
-0.0014 -0.0370 0.0453
-0.0301 0.0070 0.0086
0.0095 -0.0239 -0.0460
-0.0081 -0.0284 -0.0066
0.0186 -0.0162 -0.0504
0.0399 0.0354 -0.0127
0.0309 0.0277 0.0106
-0.0015 0.0209 -0.0186
0.0053 -0.0454 -0.0359
-0.0065 -0.0135 -0.0220
-0.0024 -0.0448 -0.0161
-0.0198 0.0262 -0.0019
-0.0369 0.0075 0.0072
-0.0479 0.0168 -0.0131
-0.5407 -0.4411 0.4256
-0.1262 -0.0059 0.2070
0.0940 -0.6930 1.5336
-0.0318 0.1273 -0.3004
-0.5086 -1.4718 0.6453
0.0220 -0.1633 -0.2980
-0.0898 -0.0642 0.0745
0.0781 0.0786 0.0274
-0.0738 -0.0372 -0.4704
0.8312 -0.1863 -0.1185
0.0343 -0.1350 0.1819
0.6659 -0.5826 0.0367
-0.4193 -0.0396 -0.0630

Here are the Mulliken charges for atoms 1 to 99, given in e: number 1, Hf, carries 1.966; number 2, C, carries -1.157; number 3, O, carries -0.012; number 4, C, carries 0.028; number 5, C, carries 0.621; number 6, C, carries -1.108; number 7, C, carries 0.175; number 8, C, carries -0.456; number 9, C, carries -0.201; number 10, C, carries -0.595; number 11, C, carries 0.249; number 12, C, carries -1.789; number 13, C, carries 0.173; number 14, C, carries -0.600; number 15, C, carries -0.217; number 16, C, carries -0.620; number 17, C, carries 0.162; number 18, C, carries -1.310; number 19, C, carries 0.318; number 20, C, carries -0.186; number 21, C, carries -0.465; number 22, C, carries -0.865; number 23, C, carries 0.583; number 24, C, carries -1.498; number 25, C, carries 0.294; number 26, C, carries -0.479; number 27, C, carries 0.228; number 28, C, carries -0.459; number 29, C, carries 2.086; number 30, C, carries -1.734; number 31, C, carries -1.492; number 32, C, carries -2.294; number 33, C, carries -0.139; number 34, O, carries -0.518; number 35, C, carries 1.990; number 36, C, carries -2.119; number 37, C, carries -1.636; number 38, C, carries -1.655; number 39, C, carries 0.407; number 40, O, carries 0.865; number 41, C, carries -0.583; number 42, C, carries 2.058; number 43, C, carries -1.632; number 44, C, carries -1.615; number 45, C, carries -2.097; number 46, C, carries -0.085; number 47, O, carries -1.282; number 48, C, carries 1.973; number 49, C, carries -2.013; number 50, C, carries -1.701; number 51, C, carries -1.391; number 52, H, carries 0.364; number 53, H, carries 0.263; number 54, H, carries 0.334; number 55, H, carries 0.141; number 56, H, carries 0.841; number 57, H, carries 0.822; number 58, H, carries 0.647; number 59, H, carries 0.262; number 60, H, carries 0.744; number 61, H, carries 0.505; number 62, H, carries 0.563; number 63, H, carries -0.408; number 64, H, carries 0.907; number 65, H, carries 0.745; number 66, H, carries 0.472; number 67, H, carries 0.125; number 68, H, carries 0.860; number 69, H, carries 0.535; number 70, H, carries 0.558; number 71, H, carries 0.304; number 72, H, carries 0.395; number 73, H, carries 0.482; number 74, H, carries 0.175; number 75, H, carries 0.555; number 76, H, carries 0.291; number 77, H, carries 0.448; number 78, H, carries 0.439; number 79, H, carries 0.443; number 80, H, carries 0.378; number 81, H, carries 0.447; number 82, H, carries 0.444; number 83, H, carries 0.354; number 84, H, carries 0.333; number 85, H, carries 0.456; number 86, H, carries 0.381; number 87, H, carries 0.457; number 88, H, carries 0.327; number 89, H, carries 0.590; number 90, H, carries -0.321; number 91, H, carries -0.001; number 92, H, carries 0.329; number 93, H, carries 0.458; number 94, H, carries 0.376; number 95, H, carries 0.341; number 96, H, carries 0.355; number 97, H, carries 0.457; number 98, H, carries 0.440; number 99, H, carries 0.448